Record 1
Entry from the OMol25 dataset: a molecular structure, C20H17N3O4Pt (ωB97M-V with the def2-TZVPD basis set).

Summary:
E_tot: -1356.774659 Eh
HOMO-LUMO gap (alpha / beta): 5.33 / 5.31 eV
net charge: -1
2S+1: 2
<S²>: 0.76
ΔE to the lowest compared entry with this formula, charge and spin: 0.853 eV

Last column: Löwdin charge in e.
Atoms and positions in Å:
Pt  0.150  0.388  -0.969  0.86
C  -2.569  3.416  -2.297  -0.09
O  -2.738  4.234  -1.145  -0.11
C  -2.265  3.771  0.065  -0.22
C  -2.978  4.169  1.173  -0.05
C  -2.602  3.797  2.470  -0.14
C  -1.502  2.977  2.613  -0.10
C  -0.763  2.545  1.507  -0.16
C  0.368  1.656  1.786  -0.11
N  0.972  0.933  0.920  -0.14
N  2.038  0.162  1.406  0.05
C  2.496  -0.597  0.438  -0.52
O  2.082  -0.682  -0.764  -0.21
C  3.681  -1.457  0.802  -0.14
C  4.482  -1.972  -0.209  -0.03
C  5.587  -2.755  0.097  -0.10
C  5.893  -3.044  1.420  -0.12
C  5.086  -2.541  2.434  -0.10
C  3.989  -1.750  2.127  -0.04
C  -1.068  2.985  0.175  -0.35
O  -0.305  2.753  -0.826  -0.17
H  -3.237  3.842  -3.049  0.08
H  -2.865  2.384  -2.092  0.07
H  -1.540  3.409  -2.646  0.08
H  -3.852  4.790  1.007  0.10
H  -3.171  4.131  3.328  0.08
H  -1.192  2.649  3.600  0.09
H  0.710  1.582  2.820  0.11
H  4.215  -1.747  -1.234  0.11
H  6.210  -3.143  -0.701  0.09
H  6.754  -3.656  1.660  0.09
H  5.314  -2.767  3.469  0.09
H  3.358  -1.339  2.904  0.10
O  -1.991  0.124  -1.647  -0.23
N  -2.258  -1.140  -1.759  -0.24
C  -2.079  -1.783  -2.934  -0.02
C  -2.390  -3.118  -3.056  -0.06
C  -2.892  -3.818  -1.967  -0.08
C  -3.075  -3.138  -0.775  -0.05
C  -2.754  -1.800  -0.687  -0.01
H  -1.659  -1.165  -3.712  0.14
H  -2.223  -3.598  -4.009  0.11
H  -3.128  -4.869  -2.048  0.10
H  -3.458  -3.630  0.108  0.11
H  -2.828  -1.187  0.199  0.14

=====

Record 2
Entry from the OMol25 dataset: a molecular structure, C36H84BCl24N2O6P3SSi2 in a non-equilibrium geometry (ωB97M-V with the def2-TZVPD basis set).

Summary:
E_tot: -15053.997894 Eh
HOMO-LUMO gap: 8.01 eV
net charge: 0
2S+1: 1
ΔE to the lowest compared entry with this formula, charge and spin: 1.550 eV

Last column: Löwdin charge in e.
Atoms and positions in Å:
C  2.229  0.589  -1.521  -0.09
C  1.504  -0.702  -1.077  -0.27
C  0.114  -0.520  -0.439  -0.24
C  -0.873  0.426  -1.237  -0.27
Si  -1.453  -0.298  -2.872  0.42
O  -3.023  -0.027  -3.428  -0.37
Si  -4.168  0.770  -2.490  0.41
C  -4.714  2.437  -3.229  -0.30
C  -3.565  3.531  -3.255  -0.24
P  -3.652  4.612  -1.769  0.61
O  -4.230  5.936  -2.201  -0.31
O  -4.695  4.018  -0.611  -0.25
C  -4.032  3.203  0.395  -0.28
C  -3.623  4.031  1.641  -0.08
O  -2.228  4.893  -0.989  -0.21
C  -1.058  4.359  -1.617  -0.30
C  0.032  4.268  -0.510  -0.08
P  -5.981  -0.558  -2.449  0.71
N  -6.948  0.173  -1.162  -0.24
O  -6.776  -0.409  -3.948  -0.39
P  -1.180  -2.531  -2.836  0.23
S  -2.403  -3.337  -1.534  0.05
B  -0.234  0.359  -4.315  -0.56
O  0.964  -0.267  -4.679  0.10
N  -0.663  1.569  -5.084  -0.16
C  0.106  2.754  -4.645  -0.09
C  -0.415  1.404  -6.529  -0.10
H  1.640  1.231  -2.195  0.04
H  3.125  0.296  -2.094  0.08
H  2.560  1.195  -0.665  0.08
H  1.480  -1.463  -1.877  0.04
H  2.138  -1.158  -0.300  0.04
H  -0.428  -1.474  -0.329  0.06
H  0.173  -0.083  0.571  0.11
H  -0.333  1.369  -1.454  0.05
H  -1.641  0.702  -0.499  0.06
H  -3.843  0.993  -1.083  -0.01
H  -5.591  2.836  -2.694  0.07
H  -5.047  2.232  -4.261  0.08
H  -2.618  2.998  -3.429  0.05
H  -3.751  4.143  -4.147  0.10
H  -4.783  2.466  0.719  0.12
H  -3.157  2.709  -0.054  0.07
H  -2.528  4.157  1.615  0.06
H  -3.846  3.455  2.546  0.08
H  -4.051  5.042  1.637  0.03
H  -0.663  5.065  -2.364  0.09
H  -1.172  3.342  -2.008  0.07
H  -0.398  3.710  0.341  0.07
H  0.908  3.694  -0.849  0.07
H  0.345  5.253  -0.152  0.06
H  -6.986  1.173  -1.364  0.00
H  -7.884  -0.205  -1.273  0.01
H  -7.703  -0.604  -3.824  0.01
H  -1.526  -2.968  -4.156  -0.04
H  0.178  -2.891  -2.672  -0.10
H  1.382  -0.707  -3.935  0.06
H  0.944  2.976  -5.330  0.10
H  0.489  2.651  -3.615  0.07
H  -0.563  3.634  -4.674  0.08
H  -0.991  0.586  -6.979  0.09
H  0.665  1.306  -6.754  0.09
H  -0.727  2.341  -7.028  0.09
Cl  3.343  0.236  2.832  0.52
C  2.946  -1.462  3.206  -0.67
C  4.011  -2.416  2.722  -0.65
Cl  4.071  -2.496  0.943  0.58
H  1.978  -1.685  2.761  0.07
H  2.851  -1.533  4.289  -0.01
H  3.795  -3.422  3.080  0.08
H  4.999  -2.131  3.078  -0.01
Cl  1.720  6.591  -2.422  0.58
C  1.099  8.142  -1.801  -0.64
C  0.521  9.004  -2.898  -0.66
Cl  1.776  9.604  -4.011  0.54
H  1.912  8.647  -1.284  0.07
H  0.323  7.905  -1.073  0.07
H  0.038  9.877  -2.462  0.07
H  -0.217  8.460  -3.484  0.07
Cl  0.430  0.242  5.618  0.55
C  0.580  -0.436  7.260  -0.66
C  2.004  -0.404  7.757  -0.67
Cl  3.049  -1.535  6.859  0.58
H  0.186  -1.449  7.244  0.07
H  -0.050  0.168  7.913  0.06
H  2.037  -0.703  8.804  0.02
H  2.435  0.591  7.673  0.07
Cl  7.895  -3.304  3.094  0.56
C  8.658  -1.714  2.844  -0.66
C  8.390  -0.768  3.990  -0.64
Cl  6.680  -0.273  4.067  0.57
H  8.295  -1.311  1.902  0.02
H  9.729  -1.889  2.751  0.08
H  8.978  0.140  3.861  0.07
H  8.655  -1.216  4.946  0.07
Cl  2.555  -4.143  -2.677  0.56
C  1.785  -5.447  -1.729  -0.64
C  2.665  -6.671  -1.666  -0.66
Cl  2.804  -7.477  -3.250  0.54
H  0.812  -5.681  -2.178  -0.03
H  1.621  -5.059  -0.724  0.08
H  2.233  -7.395  -0.977  0.08
H  3.669  -6.426  -1.323  0.00
Cl  3.537  -0.907  11.551  0.55
C  3.440  0.766  12.157  -0.66
C  2.012  1.228  12.320  -0.65
Cl  1.191  1.417  10.751  0.56
H  3.989  1.405  11.468  0.07
H  3.946  0.785  13.121  0.07
H  1.992  2.200  12.810  0.07
H  1.433  0.530  12.921  0.07
Cl  -3.913  -7.492  -4.634  0.54
C  -2.726  -6.506  -5.524  -0.67
C  -1.329  -6.634  -4.962  -0.64
Cl  -1.193  -5.888  -3.346  0.58
H  -3.066  -5.472  -5.498  0.07
H  -2.744  -6.847  -6.558  0.05
H  -0.621  -6.118  -5.610  0.08
H  -1.023  -7.671  -4.881  0.03
Cl  -2.237  -9.682  -6.285  0.58
C  -2.967  -10.963  -5.287  -0.65
C  -2.095  -12.194  -5.212  -0.67
Cl  -2.000  -13.047  -6.773  0.54
H  -3.947  -11.192  -5.700  0.07
H  -3.104  -10.545  -4.290  0.07
H  -2.514  -12.895  -4.491  0.07
H  -1.082  -11.946  -4.902  0.07
Cl  -8.036  8.649  1.775  0.57
C  -6.631  7.936  0.939  -0.64
C  -6.536  6.446  1.156  -0.64
Cl  -6.127  6.035  2.845  0.56
H  -5.737  8.449  1.289  0.07
H  -6.752  8.146  -0.122  0.08
H  -5.747  6.033  0.525  0.05
H  -7.469  5.946  0.906  0.07
Cl  10.250  -4.980  0.861  0.53
C  9.471  -6.301  1.764  -0.68
C  10.333  -7.540  1.820  -0.67
Cl  10.494  -8.321  0.227  0.53
H  8.509  -6.504  1.298  0.07
H  9.292  -5.931  2.773  0.05
H  9.881  -8.272  2.488  0.07
H  11.332  -7.313  2.186  0.07
Cl  7.896  -2.377  -0.496  0.56
C  7.512  -3.124  -2.066  -0.64
C  6.105  -3.668  -2.082  -0.67
Cl  5.930  -5.077  -1.007  0.56
H  8.246  -3.903  -2.263  0.07
H  7.622  -2.350  -2.824  0.07
H  5.842  -3.999  -3.086  0.07
H  5.386  -2.912  -1.771  0.03
Cl  -11.613  10.341  4.460  0.53
C  -10.140  9.351  4.625  -0.68
C  -10.353  8.157  5.523  -0.66
Cl  -10.590  8.628  7.225  0.53
H  -9.344  9.992  4.995  0.07
H  -9.872  9.014  3.625  0.00
H  -9.475  7.513  5.490  0.07
H  -11.218  7.574  5.212  0.07

=====

Record 3
Entry from the OMol25 dataset: a gas-phase ion, C5H8N (charge +1) in a non-equilibrium geometry (ωB97M-V with the def2-TZVPD basis set).

Summary:
E_tot: -249.724039 Eh
HOMO-LUMO gap: 9.66 eV
net charge: +1
SMILES: CC#[N+]/C=C\C
2S+1: 1
ΔE to the lowest compared entry with this formula, charge and spin: 2.751 eV

Last column: Löwdin charge in e.
Atoms and positions in Å:
C  -0.141  2.402  -0.596  0.03
C  -0.456  1.020  -0.440  0.04
N  -1.064  0.035  -0.401  0.18
C  -1.190  -1.280  -0.149  -0.07
C  -0.068  -2.002  0.311  -0.01
C  1.082  -1.160  0.639  -0.11
H  0.756  2.492  -1.096  0.08
H  0.089  2.884  0.357  0.12
H  -1.081  2.999  -0.893  0.17
H  -2.126  -1.676  -0.399  0.11
H  -0.275  -3.012  0.458  0.10
H  1.995  -1.664  1.112  0.11
H  0.935  -0.305  1.407  0.13
H  1.544  -0.734  -0.310  0.11